(1)
The following is a DFT calculation (the ωB97M-V functional and the def2-TZVPD basis) of 6 unconnected molecules or ions with the total composition C20H56ClO11P2S.

Geometry (Å):
1 H 2.98 -0.29 1.62
2 O -3.19 4.15 -1.02
3 H 11.21 -3.35 5.01
4 H 8.57 -0.72 4.75
5 C 1.36 0.27 -1.05
6 H -0.44 6.05 -0.72
7 C -2.08 5.90 -3.46
8 C 11.12 -1.23 4.71
9 C -1.37 5.75 -1.21
10 H -3.06 5.50 -3.18
11 O -5.13 2.92 -4.93
12 H -5.56 -3.59 1.84
13 H -5.31 0.56 -6.20
14 O 9.79 -2.55 6.27
15 H -1.82 5.52 -4.44
16 C -6.03 4.00 -4.77
17 H -6.65 1.13 -8.12
18 O -4.91 -5.48 1.45
19 H -2.32 3.16 -2.64
20 H 7.90 -3.29 6.14
21 H -6.17 2.63 -7.29
22 H 2.60 1.68 2.12
23 H -7.03 3.75 -5.14
24 H -2.08 6.58 -1.13
25 H 3.82 -0.58 3.51
26 H -3.38 -2.52 1.86
27 H -4.06 2.94 -2.39
28 O -1.94 -0.13 -1.61
29 H 8.73 -3.15 4.58
30 H -5.63 4.84 -5.34
31 H 0.73 0.83 -1.75
32 P 5.28 1.36 2.23
33 H 12.14 -1.18 4.31
34 O -2.27 -4.21 1.70
35 C 8.86 -3.41 5.63
36 C 9.05 -0.51 3.79
37 S 1.14 -0.03 3.67
38 H 9.28 0.55 3.73
39 C 11.03 -2.45 5.60
40 H 2.09 -0.31 -1.61
41 H -1.22 3.71 -0.54
42 P 3.22 0.54 2.79
43 H -2.07 4.79 0.57
44 H -6.40 1.88 -3.67
45 H 1.27 -1.36 3.49
46 H -0.93 -5.54 0.97
47 H -1.38 -4.26 -0.17
48 H -2.65 -0.14 0.30
49 H -4.51 -7.45 1.62
50 H 8.36 -0.76 2.99
51 H -0.63 -1.58 -2.32
52 O 0.60 -0.65 -0.29
53 H -6.39 -0.19 -5.01
54 C -4.67 -4.21 2.02
55 C -3.47 -3.52 1.43
56 H 3.48 1.41 3.98
57 H 9.17 -4.45 5.70
58 C -1.93 4.54 -0.49
59 H -4.98 -6.68 3.14
60 H -3.60 -3.40 0.35
61 O -1.07 5.49 -2.57
62 H -3.35 -6.41 2.47
63 H -2.15 6.99 -3.51
64 O 10.23 -1.30 3.62
65 C -1.76 -4.94 0.60
66 H -0.47 -0.33 1.42
67 H 10.94 -0.33 5.30
68 H -1.55 -0.65 -3.53
69 H -4.54 -4.30 3.11
70 H -2.51 -5.60 0.17
71 H 5.63 0.50 4.20
72 C -3.10 3.03 -1.89
73 C -6.96 1.88 -7.38
74 C -5.60 1.70 -4.40
75 C -4.40 -6.55 2.22
76 O 6.19 0.59 3.42
77 C -1.60 -1.13 -2.55
78 H -6.11 4.29 -3.72
79 O -7.25 1.28 -6.14
80 H 11.81 -2.39 6.37
81 H -2.36 -1.92 -2.58
82 C -0.52 -0.07 0.36
83 H -0.47 1.03 0.31
84 H 1.90 0.96 -0.40
85 H -7.87 2.36 -7.73
86 H -2.89 2.11 -1.33
87 C -6.11 0.76 -5.48
88 Cl 5.86 0.12 0.62
89 C -1.81 -0.55 -0.26
90 H -1.86 -1.64 -0.20
91 H -4.77 1.21 -3.88

Calculated values
Highest occupied orbital energy, eV: -4.057
Total charge: -1
Energy, eV: -86099.999
Kohn-Sham gap, eV: 6.184

(2)
The following is a DFT calculation (the ωB97M-V functional and the def2-TZVPD basis) of 6 unconnected molecules or ions with the total composition C20H56N5O6 in a non-equilibrium geometry.

Geometry (Å):
1 H 0.30 5.59 1.36
2 H 1.44 0.91 1.74
3 O 2.24 -5.59 -2.36
4 C 0.54 3.63 0.77
5 H 0.53 -3.20 0.00
6 C 0.42 -3.92 -0.83
7 C 1.62 -4.39 -2.99
8 N -1.79 -1.51 -0.22
9 H -1.03 5.48 -4.13
10 H -0.26 2.94 -0.98
11 H -0.98 0.85 -1.36
12 C -2.02 1.78 -3.08
13 H 0.70 1.77 -0.66
14 H -2.83 3.23 3.03
15 C -1.43 -2.17 4.63
16 H -1.11 -2.95 2.00
17 N 0.70 2.86 -0.50
18 C -2.33 -1.43 1.08
19 H 3.04 -1.29 -0.56
20 H 0.64 -4.61 -3.50
21 H 0.28 -0.04 0.23
22 H -0.94 -0.87 -0.50
23 H -0.69 5.43 -0.03
24 C -3.86 -1.80 1.18
25 C 1.97 1.22 4.38
26 H -0.49 -1.44 2.25
27 H -1.53 2.10 3.60
28 H 2.08 -1.52 1.50
29 H 2.37 -3.86 -3.50
30 C -1.20 3.17 -3.20
31 H -1.10 -1.07 4.84
32 H -4.40 -1.26 0.33
33 H -4.02 0.90 -3.67
34 O -0.82 3.67 2.69
35 C 0.27 5.03 0.46
36 H -4.00 2.51 -2.77
37 H 1.64 3.46 1.15
38 H -0.73 -4.24 -0.94
39 C -1.86 3.05 3.53
40 N -1.88 1.35 -1.67
41 C 3.14 -6.20 -3.16
42 N 3.05 -0.57 0.08
43 H -1.43 1.04 -3.40
44 H 3.72 -6.99 -2.75
45 H -0.24 3.06 -3.02
46 H -1.43 2.59 0.91
47 H 2.21 -3.29 -1.29
48 H -1.61 3.85 -2.58
49 H 2.68 1.98 4.18
50 H -1.65 -2.52 -0.48
51 H 2.75 -6.30 -4.20
52 O -2.08 -2.05 3.37
53 H -0.56 -2.96 4.51
54 N 0.82 -2.00 -2.43
55 H -1.05 5.02 -5.78
56 H 2.12 -0.11 -0.33
57 O 0.33 0.05 -0.67
58 C -3.53 1.79 -3.52
59 C 2.78 -0.87 1.46
60 C 3.95 -1.59 2.00
61 H 0.95 1.71 4.00
62 H -2.03 3.58 4.46
63 H 3.88 -1.36 3.06
64 H -2.56 0.64 -1.38
65 H 0.96 5.38 -0.11
66 H 3.37 1.05 2.12
67 H -0.08 2.02 1.93
68 H -2.34 -2.41 5.17
69 O 2.28 0.12 3.62
70 C 1.30 -3.25 -1.89
71 H -4.11 -3.01 1.01
72 H 4.11 -2.57 2.09
73 H -0.22 -2.02 -2.76
74 C -1.38 -1.98 2.23
75 H 1.98 1.20 5.43
76 H -3.60 2.30 -4.53
77 C -0.51 2.99 1.52
78 H 0.17 4.22 -4.86
79 O -1.43 3.55 -4.53
80 H 0.86 -4.83 -0.58
81 H -2.27 -0.41 1.39
82 H 0.65 -1.36 -1.65
83 H 4.20 -5.54 -3.21
84 C -0.79 4.78 -4.90
85 C 2.49 0.41 2.22
86 H 4.95 -1.16 1.78
87 H -4.28 -1.71 2.14

Calculated values
Highest occupied orbital energy, eV: -5.035
Total charge: -1
Energy, eV: -41371.859
Kohn-Sham gap, eV: 7.801

(3)
The following is a DFT calculation (the ωB97M-V functional and the def2-TZVPD basis) of a molecular structure, C20H58BF3HgO11S in a non-equilibrium geometry.

Geometry (Å):
1 H -16.30 23.00 14.39
2 H -24.76 19.82 17.31
3 H -18.05 27.49 18.39
4 C -23.21 25.11 12.32
5 H -20.61 24.70 16.56
6 C -18.25 23.26 20.28
7 H -24.59 23.85 13.50
8 H -21.24 17.83 18.37
9 O -21.78 24.00 17.97
10 C -23.61 23.79 13.02
11 C -19.41 27.50 20.06
12 H -16.77 20.89 19.19
13 H -22.10 24.07 22.26
14 F -25.49 23.51 16.65
15 H -19.90 21.55 12.00
16 H -20.67 19.10 13.31
17 O -18.45 20.09 13.77
18 H -19.89 20.84 20.72
19 H -19.74 29.35 21.02
20 C -26.32 23.69 17.68
21 H -23.67 25.85 12.98
22 H -21.74 19.89 14.57
23 C -18.76 22.01 19.50
24 H -21.37 25.93 11.50
25 H -18.85 27.00 20.84
26 H -22.01 26.77 19.32
27 C -20.00 21.85 13.04
28 H -20.24 29.44 19.42
29 C -17.18 24.22 16.37
30 H -19.48 21.33 15.00
31 H -21.23 24.19 11.86
32 H -19.22 22.59 13.18
33 B -21.75 24.72 21.48
34 C -21.68 25.13 12.17
35 H -18.75 19.29 13.35
36 H -17.25 23.52 19.95
37 Hg -22.12 22.72 19.96
38 C -19.64 20.74 14.10
39 H -24.78 25.58 11.20
40 H -23.02 19.01 19.16
41 H -18.93 24.11 20.34
42 H -18.43 25.73 13.47
43 C -21.35 18.87 18.04
44 H -19.67 27.31 17.95
45 C -22.67 19.55 18.28
46 H -18.60 23.73 14.78
47 H -23.40 19.90 16.29
48 C -17.70 24.34 14.88
49 H -17.97 24.38 17.10
50 H -22.29 21.17 17.51
51 H -20.99 22.91 16.42
52 H -21.15 18.84 16.97
53 H -17.59 20.70 20.69
54 H -22.31 25.64 18.25
55 H -20.70 26.50 21.10
56 C -23.78 19.38 17.17
57 H -23.79 22.98 12.32
58 C -21.35 23.91 16.66
59 H -21.36 25.60 21.96
60 O -22.64 26.42 18.69
61 H -16.88 23.18 16.54
62 H -18.49 29.50 19.70
63 H -21.04 24.22 20.84
64 H -18.54 26.26 15.28
65 H -22.94 23.40 13.78
66 O -20.70 27.11 20.36
67 H -16.27 24.79 16.55
68 H -23.84 18.33 16.90
69 H -18.04 22.96 21.31
70 F -27.16 22.69 17.86
71 O -23.96 25.09 11.14
72 H -22.23 24.24 16.09
73 C -20.73 19.66 14.25
74 O -24.88 25.44 19.28
75 H -20.37 18.88 14.93
76 C -18.96 26.97 18.70
77 O -24.16 23.11 19.31
78 O -16.73 23.77 13.99
79 H -17.14 26.49 14.41
80 H -18.94 25.88 18.66
81 S -25.31 24.06 19.28
82 C -17.77 20.81 19.62
83 H -22.54 24.98 20.79
84 O -20.00 21.59 20.14
85 H -23.41 26.19 19.21
86 H -18.92 22.21 18.44
87 O -26.25 23.95 20.44
88 H -18.16 19.89 19.17
89 C -19.43 29.04 20.02
90 H -21.28 25.46 13.13
91 H -20.53 19.38 18.55
92 H -20.94 22.38 13.20
93 C -17.99 25.81 14.46
94 F -27.16 24.68 17.40
95 O -22.43 20.93 18.43

Calculated values
Multiplicity: 2
Highest occupied orbital energy (spin up / spin down), eV: -12.191 / -12.190
Total charge: +1
Energy, eV: -68026.428
Kohn-Sham gap (spin up / spin down), eV: 7.936 / 5.185

What is the total charge in the first record?
-1

Which formula does entry 1 have?
C20H56ClO11P2S